1.
Density functional theory data (the ωB97M-V functional and the def2-TZVPD basis) for a structure of composition C42H47AsBCdN9SSi.

The geometry in XYZ format:
```
103
Properties=species:S:1:pos:R:3:forces:R:3
Cd -0.9679 0.0167 0.9017 0.11 0.19 -0.22
C -2.5901 1.0418 -2.4548 0.00 0.08 0.06
C -1.7264 2.0232 -1.7320 0.04 -0.01 -0.08
C -1.4516 3.3453 -2.1009 -0.06 -0.01 -0.09
C -0.6524 3.8365 -1.0977 -0.03 0.01 -0.04
N -0.4498 2.8627 -0.1907 0.07 0.05 0.17
N -1.1219 1.7382 -0.5828 0.06 0.27 0.07
B 0.0498 3.0506 1.2807 -0.05 -0.09 -0.10
N 1.1204 1.9835 1.7353 -0.15 0.01 0.11
C 2.3065 2.2783 2.3067 0.10 0.02 -0.01
C 2.7762 1.1612 2.9576 0.06 -0.03 -0.01
C 1.7954 0.1827 2.7523 0.07 -0.03 -0.02
C 1.7254 -1.2062 3.2997 0.04 0.11 0.03
N 0.8175 0.6857 2.0103 0.10 0.11 0.10
N -1.2321 2.9064 2.1733 0.07 -0.06 -0.06
C -1.9980 3.8283 2.7873 0.03 0.00 -0.04
C -3.1457 3.2196 3.2421 -0.10 0.00 0.03
C -3.0306 1.8864 2.8323 0.06 0.04 -0.13
C -4.0023 0.7641 3.0166 0.09 0.08 0.03
N -1.8815 1.7141 2.1816 -0.30 0.00 0.40
N 0.7255 4.3989 1.4577 -0.18 -0.01 -0.03
C 0.8665 5.1564 2.5787 0.03 -0.16 -0.07
C 1.8379 6.0879 2.3371 0.09 0.14 -0.08
C 2.2723 5.8212 1.0179 0.10 0.00 0.05
C 3.3294 6.5356 0.2351 -0.07 -0.02 0.01
N 1.6170 4.7931 0.5054 -0.03 0.12 0.14
H -2.4165 1.0968 -3.5299 0.02 -0.03 0.02
H -3.6456 1.2626 -2.2778 0.04 -0.02 -0.02
H -2.4024 0.0228 -2.1212 0.01 -0.02 0.00
H -1.7911 3.8617 -2.9850 0.05 -0.04 0.07
H -0.2054 4.8082 -0.9776 0.01 -0.08 0.03
H 2.7459 3.2614 2.2235 -0.09 -0.08 -0.02
H 3.7020 1.0627 3.5007 -0.06 0.00 -0.02
H 2.7123 -1.6676 3.3215 -0.03 0.00 -0.03
H 1.0559 -1.8300 2.7072 0.00 -0.02 -0.02
H 1.3527 -1.1826 4.3270 0.00 -0.02 -0.03
H -1.7041 4.8616 2.8422 0.02 -0.02 -0.02
H -3.9634 3.6736 3.7792 0.08 -0.01 -0.05
H -5.0170 1.1492 3.1040 0.02 -0.01 -0.01
H -3.7850 0.1949 3.9230 -0.01 0.00 0.00
H -3.9685 0.0819 2.1668 -0.02 -0.03 -0.01
H 0.3135 4.9573 3.4810 -0.02 -0.01 -0.04
H 2.1853 6.8652 3.0006 -0.03 -0.09 -0.05
H 3.8048 7.2994 0.8483 0.00 -0.01 -0.03
H 2.9028 7.0197 -0.6448 0.02 0.00 0.02
H 4.0979 5.8403 -0.1033 -0.01 0.00 -0.01
C -3.4435 -4.7450 -1.7408 0.10 0.14 -0.03
Si -3.6451 -5.1791 0.0559 -0.12 -0.17 -0.05
C -5.4604 -5.2848 0.4778 -0.06 0.03 0.07
C -2.8150 -6.8050 0.4328 0.07 -0.05 0.06
C -2.9289 -3.9306 1.3255 0.12 0.21 -0.09
C -3.1272 -4.2503 2.6751 -0.01 -0.04 0.07
C -2.6839 -3.4195 3.6857 -0.06 -0.15 -0.02
C -2.0234 -2.2378 3.3439 0.14 0.12 -0.04
N -1.8124 -1.8941 2.0910 -0.16 -0.07 0.11
C -2.2543 -2.7114 1.0919 0.03 -0.09 -0.07
S -1.8982 -2.1006 -0.4711 -0.23 -0.24 0.07
H -3.9425 -5.5235 -2.3271 0.03 0.02 0.05
H -2.3962 -4.7048 -2.0506 -0.07 0.00 0.00
H -3.9087 -3.7886 -1.9901 0.02 -0.07 -0.01
H -5.9328 -6.0550 -0.1392 0.02 0.05 0.04
H -5.9800 -4.3407 0.2911 0.03 -0.06 0.01
H -5.6221 -5.5571 1.5249 -0.02 0.01 -0.08
H -3.2497 -7.5850 -0.1999 0.04 0.04 0.05
H -2.9645 -7.1048 1.4741 0.02 -0.01 -0.08
H -1.7393 -6.7767 0.2395 -0.07 0.00 0.00
H -3.6364 -5.1737 2.9363 0.03 0.09 -0.01
H -2.8396 -3.6740 4.7258 0.02 0.03 -0.03
H -1.6498 -1.5554 4.0994 -0.03 -0.01 0.00
C 1.8649 3.3596 -4.1931 0.01 0.00 0.03
C 1.2103 2.2221 -4.6440 -0.05 0.02 0.01
C 1.0567 1.1273 -3.8043 0.09 0.02 0.03
C 1.5662 1.1575 -2.5087 -0.01 -0.01 -0.03
C 2.1905 2.3139 -2.0503 -0.12 0.06 0.04
C 2.3448 3.4074 -2.8917 0.04 0.03 0.03
As 1.3775 -0.3471 -1.2815 0.15 -0.22 -0.23
C 3.2227 -0.6371 -0.7276 -0.03 -0.06 -0.04
C 3.4149 -1.5063 0.3420 -0.02 0.02 -0.04
C 4.6922 -1.8250 0.7804 -0.01 0.00 0.05
C 5.7947 -1.2650 0.1508 0.01 0.03 -0.05
C 5.6121 -0.4119 -0.9299 -0.01 0.01 0.00
C 4.3322 -0.1024 -1.3740 0.04 0.00 0.04
C 1.2056 -1.8287 -2.5579 -0.04 0.01 0.00
C 2.2305 -2.7365 -2.8098 -0.11 -0.01 -0.05
C 2.0295 -3.7960 -3.6883 0.00 0.02 0.03
C 0.8078 -3.9602 -4.3266 0.06 -0.01 0.01
C -0.2197 -3.0596 -4.0851 -0.05 0.03 0.01
C -0.0206 -2.0069 -3.2018 0.03 -0.02 0.07
H 1.9968 4.2093 -4.8511 -0.02 -0.01 0.01
H 0.8168 2.1845 -5.6533 0.03 -0.01 0.04
H 0.5517 0.2458 -4.1725 0.03 -0.05 -0.06
H 2.5374 2.3793 -1.0254 0.07 0.01 0.02
H 2.8387 4.3000 -2.5239 -0.05 -0.06 0.01
H 2.5512 -1.9526 0.8202 0.00 -0.01 0.07
H 4.8279 -2.5053 1.6134 -0.01 0.02 -0.04
H 6.7956 -1.4966 0.4931 -0.03 -0.01 -0.01
H 6.4701 0.0108 -1.4384 -0.02 -0.01 0.03
H 4.2090 0.5479 -2.2290 -0.03 0.05 -0.02
H 3.1902 -2.6228 -2.3249 0.04 0.01 0.01
H 2.8372 -4.4937 -3.8753 -0.03 0.02 0.00
H 0.6601 -4.7847 -5.0128 0.00 0.02 0.02
H -1.1748 -3.1742 -4.5854 0.04 0.01 0.03
H -0.8305 -1.3067 -3.0217 0.01 0.00 -0.04
```
Forces are in eV/Å.

Computed properties:
- Energy above the lowest of the compared OMol25 structures with the same formula, charge and spin: 8.6 kcal/mol
- Charge: +1
- Molar mass: 936.20 g/mol
- Total energy: -5237.48037 Ha
- Multiplicity: 2

2.
Density functional theory data (the ωB97M-V functional and the def2-TZVPD basis) for a structure of composition C42H47Cl4N5O4STi.

The geometry in XYZ format:
```
104
Properties=species:S:1:pos:R:3:forces:R:3
Ti 1.2449 -0.3097 0.8834 -0.23 -0.06 -0.94
C -1.2246 -2.5101 -2.9816 0.03 0.04 0.08
C -0.0960 -2.8988 -2.0194 0.05 -0.03 -0.03
C 0.8896 -3.8254 -2.7320 0.00 0.07 0.04
C -0.6663 -3.4952 -0.7437 -0.04 -0.01 -0.08
C -1.1492 -4.7973 -0.7350 0.03 0.01 0.07
C -1.7412 -5.3277 0.4001 0.00 0.04 -0.01
C -1.8625 -4.5526 1.5402 0.00 -0.01 -0.04
C -1.3966 -3.2397 1.5799 -0.01 -0.03 0.13
C -1.5992 -2.4147 2.8426 0.00 0.08 0.01
C -1.3202 -3.2230 4.1139 0.01 0.01 -0.05
C -3.0124 -1.8268 2.9407 0.05 0.02 -0.03
C -0.7894 -2.7303 0.4257 0.11 -0.08 -0.17
N -0.3307 -1.3786 0.3818 -0.42 -0.18 -0.29
C -1.2698 -0.4661 -0.0151 0.14 -0.08 0.01
C -0.8345 0.8122 -0.3174 0.10 0.07 0.04
N 0.5116 1.0481 -0.3060 -0.23 -0.35 -0.28
C 0.9857 2.1907 -1.0098 0.04 -0.02 -0.05
C 0.9851 2.2248 -2.4166 -0.01 0.00 -0.18
C 1.5279 3.3491 -3.0307 0.05 0.03 0.07
C 2.0509 4.4029 -2.2951 -0.03 -0.08 0.02
C 1.9793 4.3704 -0.9147 -0.01 0.00 -0.01
C 1.4196 3.2798 -0.2556 0.08 0.24 0.15
C 1.2052 3.3274 1.2476 -0.06 0.00 0.08
C 2.5191 3.1955 2.0177 0.02 -0.12 -0.07
C 0.4662 4.6013 1.6727 0.03 -0.08 -0.04
C 0.3506 1.1552 -3.3008 -0.03 -0.03 0.03
C -0.9514 1.6764 -3.9310 0.03 -0.05 0.09
C 1.2509 0.6881 -4.4491 0.07 -0.06 0.10
C -1.9918 1.6568 -0.6480 -0.03 0.03 0.13
C -2.2095 2.9772 -0.9243 0.00 -0.02 0.01
C -3.5295 3.3955 -1.2425 0.00 -0.01 -0.01
C -4.5847 2.5225 -1.2916 0.02 -0.03 0.01
C -4.3862 1.1480 -0.9872 -0.01 0.01 -0.03
C -5.3626 0.1160 -0.9980 0.03 0.01 0.02
C -5.0044 -1.1680 -0.6784 0.00 0.01 0.00
C -3.6790 -1.5227 -0.3102 0.02 0.02 -0.04
C -2.7206 -0.5455 -0.2857 -0.08 0.04 0.10
C -3.0972 0.7721 -0.6491 0.08 -0.04 0.02
H -0.8139 -2.0096 -3.8597 0.02 0.01 -0.06
H -1.9446 -1.8399 -2.5125 -0.01 0.01 0.00
H -1.7589 -3.4010 -3.3167 -0.04 -0.03 -0.02
H 0.4381 -1.9823 -1.7494 -0.05 -0.08 -0.02
H 0.4080 -4.7468 -3.0573 -0.03 -0.05 -0.04
H 1.7359 -4.0916 -2.1000 0.00 -0.02 0.04
H 1.2778 -3.3286 -3.6216 0.03 0.02 -0.03
H -1.0642 -5.4052 -1.6250 -0.01 -0.03 -0.05
H -2.1118 -6.3441 0.3935 -0.02 -0.02 0.00
H -2.3397 -4.9715 2.4154 -0.01 -0.02 0.04
H -0.9025 -1.5762 2.8001 -0.10 -0.08 0.01
H -2.1309 -3.9228 4.3175 -0.04 -0.04 0.02
H -1.2544 -2.5516 4.9707 0.01 0.02 0.03
H -0.3913 -3.7887 4.0531 -0.01 -0.01 0.00
H -3.7623 -2.6164 2.8637 -0.05 -0.02 -0.01
H -3.2088 -1.0862 2.1690 0.00 -0.02 0.04
H -3.1381 -1.3384 3.9082 -0.01 0.01 0.05
H 1.5366 3.4052 -4.1102 0.01 0.01 -0.07
H 2.4852 5.2558 -2.7996 0.00 0.02 -0.01
H 2.3415 5.2111 -0.3381 0.00 0.05 0.03
H 0.5626 2.4825 1.5130 0.14 0.24 -0.07
H 3.2046 4.0009 1.7463 0.03 0.06 -0.01
H 3.0061 2.2400 1.8098 -0.22 0.34 0.06
H 2.3391 3.2585 3.0925 0.00 0.00 0.05
H 1.0920 5.4863 1.5544 0.02 0.05 -0.01
H 0.1862 4.5315 2.7245 0.01 0.02 0.04
H -0.4464 4.7477 1.0959 -0.04 -0.01 -0.02
H 0.1069 0.2918 -2.6751 0.03 0.03 -0.03
H -0.7306 2.4711 -4.6456 0.00 0.04 -0.02
H -1.6469 2.0656 -3.1939 -0.02 0.01 0.02
H -1.4486 0.8691 -4.4706 -0.01 -0.03 -0.04
H 1.5137 1.5181 -5.1039 0.00 0.04 -0.06
H 0.7060 -0.0372 -5.0544 0.00 -0.04 -0.04
H 2.1719 0.2119 -4.1162 -0.04 0.05 0.00
H -1.4041 3.6989 -0.9343 0.05 0.03 -0.01
H -3.6962 4.4398 -1.4714 -0.01 0.02 0.01
H -5.5724 2.8753 -1.5575 -0.04 0.02 0.00
H -6.3856 0.3472 -1.2646 -0.04 0.00 0.00
H -5.7556 -1.9469 -0.6978 -0.01 -0.01 0.00
H -3.4575 -2.5501 -0.0534 0.00 -0.02 -0.01
Cl 2.4154 -2.7724 0.3346 0.17 -0.26 0.00
C 2.3673 -3.4161 1.9938 0.02 0.07 0.06
Cl 1.6310 -2.1990 3.0356 0.15 -0.17 0.18
H 3.3920 -3.5675 2.3187 -0.06 0.00 -0.03
H 1.7588 -4.3153 1.9997 0.02 0.05 -0.02
Cl 2.7870 -0.4159 -1.6683 0.07 -0.24 -0.42
C 4.2388 0.4679 -2.1945 0.06 0.10 0.08
Cl 5.1188 -0.4260 -3.4326 -0.03 0.01 -0.01
H 4.8789 0.5755 -1.3261 -0.06 -0.01 -0.06
H 3.8992 1.4123 -2.6114 0.01 -0.04 0.04
O 0.3384 0.4372 2.2869 -0.86 0.82 1.73
N 0.6105 0.5915 3.5786 -0.12 0.00 -0.04
C -0.3175 1.2211 4.2213 0.13 -0.10 -0.33
C -0.1488 1.4284 5.6314 0.04 -0.05 -0.02
N -0.0487 1.5939 6.7623 0.01 0.03 0.02
C -1.5099 1.7164 3.5797 0.05 -0.05 -0.03
N -2.4560 2.1086 3.0612 -0.03 0.02 -0.01
C 5.2862 1.1276 2.0870 -0.01 -0.10 0.04
S 4.4690 -0.3668 1.6283 0.24 0.02 0.01
O 4.5005 -1.2677 2.7462 -0.06 0.00 -0.03
O 5.0673 -0.8265 0.4035 -0.04 0.10 -0.01
O 3.0340 0.1241 1.3674 0.84 -0.23 0.18
H 6.3456 0.8895 2.1142 0.06 0.01 0.03
H 4.9363 1.4395 3.0659 -0.04 0.04 0.04
H 5.0817 1.8887 1.3396 0.06 0.01 -0.04
```
Forces are in eV/Å.

Computed properties:
- Energy above the lowest of the compared OMol25 structures with the same formula, charge and spin: 3.0 kcal/mol
- Charge: 0
- Molar mass: 907.61 g/mol
- Total energy: -5291.88401 Ha